(1)
80
Properties=species:S:1:pos:R:3:forces:R:3:lowdin_charge:R:1 method="wB97M-V/def2-TZVPD" total_charge=+1 multiplicity=5 total_energy_ev=-200223.392 fmax_ev_per_a=2.82 homo_energy_ha="-0.361 / -0.396" lumo_energy_ev="-4.27 / -4.77"
Os 1.351569 1.666899 1.105097 -0.4 -1.5 2.3 1.531
Br 3.863592 2.057991 0.840003 0.7 -0.5 -0.5 0.943
C 4.049754 0.125112 0.964321 0.3 -1.4 1.0 -0.499
C 5.171546 -0.566382 0.510604 -0.5 -0.3 0.2 -0.063
C 5.303054 -1.946020 0.857743 0.8 1.3 -0.1 -0.027
C 4.385291 -2.574233 1.667185 -0.4 -0.2 -0.1 -0.025
C 3.192702 -1.933233 2.008314 -0.4 0.1 -0.9 -0.097
C 1.019103 -2.572893 3.286294 0.3 0.6 1.5 -0.237
C -0.415098 -2.745708 3.083936 -1.8 -1.3 0.3 -0.074
C 1.435316 -0.007965 3.601259 -0.9 -0.5 0.9 -0.085
C 1.988454 0.311781 2.322080 0.5 -0.8 -1.0 -0.290
C 3.062227 -0.541747 1.743286 -0.2 0.5 0.3 -0.212
H 5.930777 -0.032507 -0.047155 0.0 -0.3 -0.1 0.111
H 6.173142 -2.519409 0.532348 -0.1 0.4 0.0 0.123
H 4.550329 -3.619259 1.967954 -0.2 0.5 -0.3 0.138
H 1.250498 -3.222601 4.158339 0.3 0.0 -0.8 0.163
H -0.903530 -3.133611 3.963489 -0.1 0.3 0.5 0.118
H 1.247986 0.800314 4.317857 0.0 0.0 -0.6 0.125
N 2.840901 5.797077 -0.758936 -1.4 0.1 0.3 0.173
C 1.424198 5.314777 -0.192328 0.5 -0.3 0.6 -0.428
C 0.474176 6.503535 -0.282650 -0.3 0.5 0.1 -0.101
P 1.692480 4.918105 1.629597 0.0 0.2 1.0 0.399
O 0.637891 5.896751 2.358518 1.0 0.2 -1.2 -0.112
O 3.123681 5.245193 1.918329 -0.8 -0.6 -0.6 -0.312
O 1.139853 3.507921 2.022356 0.5 1.2 -0.3 -0.474
P 0.865877 3.857713 -1.281915 0.6 0.2 -1.2 0.410
O -0.694147 4.101495 -1.394370 0.8 -0.1 -0.1 -0.107
O 1.750425 4.018206 -2.481325 -0.8 0.2 0.9 -0.288
O 0.966895 2.449978 -0.630973 0.0 1.3 -1.4 -0.513
H 2.837736 6.823663 -0.973530 -0.1 -1.1 0.4 0.175
H 2.918464 5.266471 -1.656387 0.2 -0.1 0.2 0.118
H 3.553679 5.601492 -0.020977 -0.4 0.0 -0.4 0.125
H 0.948220 7.324413 0.280184 -0.4 -0.1 -0.2 0.095
H -0.529698 6.326196 0.171034 1.0 -0.1 -0.5 0.109
H 0.363487 6.797137 -1.330558 -0.2 0.0 0.1 0.099
H 0.227338 5.519409 3.123286 -0.4 -0.5 0.8 0.081
H -1.144517 3.285402 -1.063133 -0.2 0.1 0.2 0.054
O -1.719778 2.066215 0.056043 0.9 -0.9 0.7 0.044
C -1.545344 1.216683 0.935031 -1.9 1.3 -0.6 -0.567
O -0.450435 0.911460 1.586420 1.0 0.7 -1.0 -0.182
C -2.735607 0.481617 1.490773 0.1 0.3 0.0 -0.166
C -3.430397 -0.456747 0.502799 -0.3 -0.8 0.0 -0.232
Ge -2.313996 -1.680835 -0.630162 0.3 0.9 0.1 1.037
C -1.019505 -2.306850 0.692141 0.2 -0.9 0.1 -0.243
C 0.182223 -2.799594 0.138254 1.8 0.0 -0.4 -0.130
C 1.413473 -3.017688 0.712001 0.0 0.8 -0.1 0.007
C 1.953366 -2.854407 2.138345 0.6 0.8 -0.7 -0.183
C 0.975891 -1.218013 3.999017 1.8 0.2 -0.5 0.012
C -1.287946 -2.547067 2.080528 -1.1 0.6 -0.3 -0.103
C -1.539364 -0.692221 -2.181028 -1.0 -0.5 1.1 -0.263
C -0.228412 -0.908274 -2.579309 0.3 1.0 -0.4 -0.121
C 0.160517 -0.500664 -3.845293 0.2 -0.2 -1.0 -0.075
C -0.758802 0.055562 -4.750340 0.1 -0.3 0.9 -0.072
C -2.074987 0.206142 -4.352895 0.2 0.1 0.7 -0.082
C -2.475291 -0.112453 -3.050257 0.5 0.0 -0.4 -0.123
C -3.082655 -3.248492 -1.515709 -1.4 0.2 -0.4 -0.242
C -3.871988 -3.079115 -2.704130 0.9 0.1 1.1 -0.091
C -4.539559 -4.146304 -3.234990 -0.2 -1.3 0.4 -0.088
C -4.571616 -5.376906 -2.571278 1.5 1.1 1.2 -0.063
C -3.892975 -5.534786 -1.353459 0.3 0.9 -1.2 -0.070
C -3.087610 -4.495811 -0.867659 -0.3 0.4 -0.2 -0.101
H -3.456354 1.237003 1.846916 0.2 -0.1 -0.3 0.137
H -2.354765 0.012111 2.375182 -0.1 -0.8 0.4 0.093
H -4.034182 0.148099 -0.172680 -0.3 -0.2 0.1 0.067
H -4.061016 -1.123863 1.121710 -0.1 0.4 -0.5 0.078
H 0.228396 -2.984458 -0.949430 -0.3 0.2 0.6 0.101
H 2.264286 -3.231081 0.037177 -0.7 -0.2 0.3 0.125
H 2.382260 -3.837114 2.222354 0.2 -0.6 0.9 0.134
H 0.615198 -1.283818 5.019263 -0.4 0.0 -0.2 0.128
H -2.359284 -2.597253 2.428564 1.1 0.1 -0.7 0.133
H 0.553477 -1.209711 -1.882270 -0.4 -0.3 -0.2 0.083
H 1.173593 -0.731011 -4.177698 -0.1 0.4 0.1 0.105
H -0.499189 0.438006 -5.724361 0.4 -0.3 -0.2 0.103
H -2.757629 0.587695 -5.078754 -0.6 0.4 -0.2 0.098
H -3.502934 0.116543 -2.741733 0.4 -0.3 0.0 0.109
H -3.950914 -2.146755 -3.257382 0.3 0.0 0.4 0.086
H -5.027849 -4.072056 -4.176973 -0.4 0.2 -0.6 0.098
H -4.950709 -6.255646 -3.000735 -1.0 -0.8 -0.6 0.088
H -3.934196 -6.496486 -0.905483 0.2 -0.6 0.6 0.091
H -2.441041 -4.633122 0.002315 -0.4 -0.1 -0.1 0.094

=====

(2)
110
Properties=species:S:1:pos:R:3:forces:R:3:lowdin_charge:R:1 method="wB97M-V/def2-TZVPD" total_charge=+1 multiplicity=2 total_energy_ev=-132203.758 fmax_ev_per_a=6.78 homo_energy_ha="-0.458 / -0.458" lumo_energy_ev="-4.09 / -10.26"
C -0.087292 2.009972 4.894585 -0.4 0.0 -1.3 -0.012
C -0.197048 2.673322 6.292620 0.8 -0.2 -2.4 -0.348
O 0.455862 1.723467 7.019037 -0.2 0.1 2.5 0.164
C 1.187300 0.887901 6.291685 2.6 -2.3 1.6 -0.590
O 1.988580 0.127057 6.777847 -1.1 0.9 -0.6 0.161
O 0.978560 1.010372 4.999639 -1.0 1.9 -1.0 0.083
F -1.464895 2.850800 6.625812 -1.5 -0.4 0.7 0.107
H 0.031614 2.734107 4.088613 0.8 -0.1 0.0 0.128
H -0.942860 1.419011 4.567700 -0.5 0.2 0.7 0.129
H 0.252519 3.655865 6.436125 0.5 -0.1 -0.3 0.173
C 0.313772 3.028862 -2.627436 -0.3 0.8 0.1 -0.062
C 0.761776 4.071921 -3.664324 -0.1 -1.9 -0.2 -0.260
O 1.416324 3.252244 -4.634847 -0.2 1.4 -0.1 0.142
C 1.545742 1.984647 -4.221888 0.4 -1.8 -1.5 -0.540
O 2.057994 1.105826 -4.877720 -0.8 1.5 1.6 0.169
O 0.898359 1.820230 -3.054539 0.5 -0.7 0.6 0.062
F 1.677962 4.927936 -3.147144 -0.4 0.2 -0.2 0.082
H -0.764327 2.869125 -2.610405 -0.1 0.2 -0.1 0.129
H 0.642355 3.377828 -1.648476 0.3 -0.5 0.1 0.130
H -0.118471 4.537727 -4.107367 0.6 0.7 -0.2 0.170
C 3.762465 0.853931 2.592615 -1.4 1.1 -0.3 -0.087
C 5.090506 1.500596 2.336598 -1.1 0.2 -0.3 -0.364
O 5.535135 0.942710 1.130654 -0.9 -1.6 0.2 0.124
C 4.883104 -0.296248 1.018606 -0.1 -1.6 -3.3 -0.422
O 5.081791 -1.101850 0.092254 -0.6 2.9 3.7 0.118
O 3.879534 -0.399400 1.953659 1.2 -0.4 -1.2 0.068
F 5.850650 1.074779 3.327568 2.3 -0.3 1.6 0.107
H 3.001625 1.456981 2.097082 -0.2 -0.2 -0.1 0.106
H 3.460819 0.748627 3.634741 0.5 -0.2 0.0 0.143
H 5.099979 2.589693 2.293194 0.1 -0.1 -0.2 0.169
C -3.674911 2.643652 -0.758657 0.5 -0.2 1.8 -0.069
C -4.918041 1.832964 -0.262623 3.1 1.7 0.4 -0.361
O -4.982873 0.790275 -1.135260 1.0 -2.3 -1.2 0.155
C -4.200405 1.016009 -2.238374 0.2 0.0 0.1 -0.492
O -4.101541 0.316013 -3.208703 -0.4 0.7 0.9 0.149
O -3.515258 2.168259 -2.044816 0.3 -0.5 -2.2 0.058
F -5.981887 2.528529 -0.525708 -3.0 2.1 0.2 0.130
H -2.761429 2.419708 -0.207749 -0.1 -0.6 0.3 0.121
H -3.674838 3.731175 -0.685263 -1.0 0.0 -0.5 0.146
H -4.798209 1.632146 0.801993 -0.5 -0.8 -0.2 0.166
C 2.146375 -3.038972 -2.221390 0.1 -1.1 1.2 -0.018
C 2.518075 -1.918229 -3.096908 2.6 0.3 0.0 -0.341
O 1.886986 -2.254251 -4.265703 1.3 1.4 -2.4 0.176
C 0.752276 -2.806048 -3.946805 -1.2 0.9 -0.6 -0.621
O -0.223517 -2.655468 -4.622353 -1.0 -0.8 -0.2 0.146
O 0.854187 -3.349433 -2.769952 -1.2 -1.2 2.4 0.119
F 3.861201 -1.964257 -3.298320 0.3 0.3 -0.2 0.087
H 2.259822 -2.827472 -1.158148 -1.3 0.3 0.1 0.147
H 2.768953 -3.929773 -2.304912 0.3 0.2 -0.7 0.155
H 2.268230 -0.890800 -2.832218 -0.2 -0.1 0.3 0.165
C 0.369694 0.236174 0.008547 2.1 0.6 3.2 -0.067
C -0.723202 -0.139017 1.043544 3.6 1.4 -2.1 -0.321
O -1.740059 -0.258806 0.105990 -1.9 -1.2 -0.6 0.121
C -1.151308 -0.724862 -1.054505 -2.5 -1.5 -1.5 -0.517
O -1.747299 -1.134609 -2.021106 0.1 0.8 1.2 0.159
O 0.140571 -0.716472 -0.947421 1.2 -0.7 -1.5 0.117
F -0.848892 0.921284 1.816639 -1.3 1.3 1.4 0.107
H 1.344123 0.162677 0.491433 0.2 -0.3 -0.5 0.143
H 0.303111 1.233025 -0.427287 -0.4 0.2 0.3 0.128
H -0.392264 -0.998546 1.626448 -0.9 -0.5 0.0 0.178
C -3.220935 -4.030013 -1.894753 -0.2 0.0 0.0 -0.048
C -4.282778 -3.581921 -0.931608 -0.3 1.4 0.4 -0.269
O -3.662620 -3.616751 0.374000 -3.0 -0.1 -1.0 0.124
C -2.550718 -4.278251 0.292682 5.1 0.1 2.1 -0.539
O -1.786857 -4.401077 1.260544 -2.4 -0.4 -2.8 0.124
O -2.198645 -4.498287 -1.005189 0.1 -0.4 -0.1 0.093
F -5.380906 -4.363418 -1.036471 -0.1 -0.1 0.6 0.089
H -2.959924 -3.206256 -2.559127 0.9 0.1 0.5 0.117
H -3.589783 -4.791177 -2.582276 0.1 -0.5 0.5 0.145
H -4.560322 -2.529826 -0.996122 -0.4 -0.1 -0.4 0.167
C 3.290722 -4.934060 3.797720 -0.2 -0.3 0.8 -0.063
C 2.617879 -4.029334 4.803338 0.6 -0.6 -0.6 -0.322
O 1.535498 -3.554840 4.082362 -1.3 1.0 0.6 0.143
C 1.699967 -3.706900 2.753121 -1.5 -0.4 -1.2 -0.497
O 0.893176 -3.337783 1.911565 2.3 -0.3 1.7 0.124
O 2.794385 -4.469327 2.569057 -0.1 0.5 -1.6 0.086
F 3.464202 -3.008797 5.072323 0.1 0.7 0.5 0.080
H 2.913959 -5.942196 3.970352 0.4 -0.2 -0.2 0.145
H 4.372128 -4.820315 3.873361 -0.1 -0.3 -0.3 0.151
H 2.322107 -4.553914 5.711876 -0.2 0.5 0.1 0.175
C -4.575241 -2.391907 3.228662 -1.6 -0.4 -2.0 -0.019
C -3.530569 -1.456389 2.644211 0.5 -1.7 1.1 -0.348
O -2.782508 -1.254113 3.809570 0.3 0.1 0.4 0.122
C -3.586112 -1.563885 4.901626 4.3 3.4 4.0 -0.621
O -3.280815 -1.330784 6.041090 0.8 -0.2 -1.0 0.170
O -4.727935 -1.936012 4.587149 -3.5 -2.8 -3.1 0.164
F -4.067900 -0.318481 2.225500 -0.9 2.1 -0.5 0.088
H -4.216298 -3.408623 3.068840 0.1 -0.2 0.9 0.142
H -5.563072 -2.346030 2.770206 0.2 0.2 -0.1 0.149
H -2.874090 -1.788914 1.840115 -0.2 -0.5 0.3 0.141
C -2.542695 -0.791550 -6.152997 0.4 -3.1 1.0 -0.008
C -1.575262 0.123548 -5.556129 0.0 -0.6 1.0 -0.343
O -2.383966 1.279660 -5.611210 -1.4 4.1 -1.9 0.183
C -3.129047 1.229837 -6.782397 2.1 -4.2 4.7 -0.342
O -3.730412 2.189115 -7.258965 -0.4 1.3 -0.8 0.503
O -3.276390 -0.021857 -7.088923 -0.9 1.8 -2.1 0.204
F -0.497787 0.308259 -6.261289 1.6 0.5 -1.4 0.170
H -3.188145 -1.130309 -5.342608 -0.4 -0.1 -0.3 0.163
H -2.068134 -1.631728 -6.659957 -0.2 0.0 -0.1 0.177
H -1.260957 -0.071768 -4.530861 -0.6 0.0 0.3 0.182
C 4.073514 5.787792 -0.757243 -1.9 1.5 1.6 -0.047
C 5.147620 4.903456 -1.107565 1.9 -1.5 0.1 -0.282
O 4.799816 3.677231 -0.395055 0.1 0.3 -0.6 0.133
C 3.446297 3.676319 -0.225497 0.1 -2.0 0.7 -0.519
O 2.804548 2.701822 0.160818 1.2 2.4 -1.0 0.116
O 2.971871 4.875435 -0.529291 -1.0 0.3 -0.7 0.071
F 6.387358 5.368789 -0.725093 -1.2 -0.7 -0.2 0.086
H 3.905945 6.526425 -1.541094 -0.6 -0.1 0.2 0.155
H 4.168916 6.237735 0.230958 0.6 0.5 -0.2 0.158
H 5.123808 4.748459 -2.186227 0.6 -0.6 0.0 0.180